Entry 1:
ORCA calculation (ωB97M-V/def2-TZVPD) on an isolated molecule of C18H20N2O4 at a distorted geometry.

```
44
C18H20N2O4 (ωB97M-V/def2-TZVPD)
N -0.9896 -2.7968 1.8745
C -1.7477 -2.1014 0.7256
C -2.7724 -1.1535 1.4010
C -3.5564 -0.1734 0.5986
C -4.3004 -0.4687 -0.6214
C -5.0545 0.4926 -1.2695
C -4.9252 1.8666 -0.9851
O -5.4119 2.7642 -1.8223
C -4.0657 2.1714 0.1189
C -3.4677 1.1535 0.9226
C -0.6820 -1.4889 -0.1869
O -1.0643 -0.8836 -1.1906
N 0.5821 -1.5220 0.1579
C 1.6799 -0.8555 -0.5439
C 2.7017 -0.5094 0.6023
C 3.5353 0.6181 0.1131
C 3.5251 1.8127 0.8713
C 4.4807 2.8440 0.7828
C 5.5721 2.5232 -0.0801
C 5.5021 1.3511 -0.9328
C 4.6589 0.3603 -0.6752
C 2.0189 -1.8448 -1.7054
O 3.0469 -2.4180 -1.8347
O 0.9639 -1.9915 -2.5143
H -1.5539 -2.6398 2.6636
H -0.7780 -3.8372 1.7733
H -2.3730 -2.7594 0.1893
H -2.1362 -0.5281 2.0533
H -3.5171 -1.5770 2.0298
H -4.4091 -1.4518 -1.0582
H -5.9425 0.1274 -1.9755
H -5.4936 3.5132 -1.2902
H -3.7513 3.2794 0.3662
H -2.8851 1.6033 1.7403
H 0.6923 -2.1629 0.9755
H 1.4074 0.0981 -1.0155
H 2.3197 -0.0134 1.3960
H 3.2418 -1.4543 0.7445
H 2.5758 1.8200 1.4197
H 4.3802 3.8699 1.1875
H 6.5335 3.1615 -0.1615
H 6.4969 1.1221 -1.4351
H 4.6406 -0.6507 -1.2014
H 0.3217 -1.2707 -2.2078
```

Values from the calculation:
* gap between HOMO and LUMO: 8.991 eV
* 2S+1: 1
* energy relative to the best compared isomer or geometry (same formula, charge and spin): 93.5 kcal per mole

***

Entry 2:
ORCA calculation (ωB97M-V/def2-TZVPD) on an isolated molecule of C10H11N3 at a distorted geometry.

```
24
C10H11N3 (ωB97M-V/def2-TZVPD)
C 1.3132 -0.9646 0.8588
C 1.8240 -0.4079 -0.3163
C 1.2674 0.4812 -1.3528
C -0.1096 0.6449 -1.6196
C -0.5140 1.3528 -2.7437
C 0.4568 1.8900 -3.5326
N 1.8489 1.7916 -3.3208
C 2.1775 1.1241 -2.2786
C -0.0446 -1.0024 1.3992
N -1.1947 -0.6554 0.7741
C -2.2954 -0.7968 1.7541
C -1.5629 -0.7941 3.1217
N -0.2832 -1.3721 2.6998
H 2.0152 -1.5195 1.3902
H 2.8574 -0.7174 -0.4248
H -0.8018 0.2050 -0.8814
H -1.5849 1.5752 -2.9573
H 0.1290 2.3572 -4.4723
H 3.2864 1.1340 -2.0717
H -3.0152 -0.0057 1.5921
H -2.7966 -1.7609 1.6285
H -1.3533 0.1721 3.5321
H -2.0849 -1.3819 3.8528
H 0.4652 -1.3496 3.3685
```

Values from the calculation:
* gap between HOMO and LUMO: 8.310 eV
* 2S+1: 1
* energy relative to the best compared isomer or geometry (same formula, charge and spin): 47.6 kcal per mole